Density functional theory data (the ωB97M-V functional and the def2-TZVPD basis) for a cluster of 2 separate species, CH4Br2OP in total at a distorted geometry.

Geometry as ORCA input:
```
! wB97M-V def2-TZVPD RIJCOSX def2/J DEFGRID3
* xyz 1 1
C -0.18 0.37 -2.45
O 0.08 -1.53 2.66
P 1.02 -0.30 2.41
Br 0.36 0.61 -0.62
Br 0.03 1.57 3.01
H -1.17 0.65 -2.33
H 0.04 -0.60 -2.65
H 0.59 0.90 -3.00
H -0.77 -1.68 2.97
*
```

Summary:
strongest force on any atom = 0.0853 Eh/bohr
LUMO energy = -7.14 eV
energy above the lowest of the compared OMol25 structures with the same formula, charge and spin = 52.6 kcal/mol

The Löwdin scheme yields these atomic charges, measured in e: C -0.424; O -0.292; P 0.668; Br 0.568; Br 0.390; H 0.001; H -0.013; H 0.038; H 0.063


Density functional theory data (the ωB97M-V functional and the def2-TZVPD basis) for a structure of composition C3HBr4O2 at a distorted geometry.

Geometry as ORCA input:
```
! wB97M-V def2-TZVPD RIJCOSX def2/J DEFGRID3
* xyz -1 1
C -3.95 -0.26 -2.30
C -0.15 -0.07 0.41
C -0.48 1.47 -0.30
O -2.99 -0.56 -2.80
O -4.95 0.04 -1.85
Br -0.85 -0.35 2.13
Br 0.42 3.47 1.00
Br -0.01 1.81 -2.07
Br -2.30 1.71 -0.10
H 0.91 -0.29 0.49
*
```

Summary:
strongest force on any atom = 0.1179 Eh/bohr
LUMO energy (spin up / spin down) = 2.76 / 2.73 eV
energy above the lowest of the compared OMol25 structures with the same formula, charge and spin = 53.8 kcal/mol

The Löwdin scheme yields these atomic charges, measured in e: C -0.536; C -0.752; C -1.539; O 0.214; O 0.201; Br 0.498; Br -0.181; Br 0.567; Br 0.561; H -0.033


Density functional theory data (the ωB97M-V functional and the def2-TZVPD basis) for a structure of composition C59H43Cl4N5RuTe at a distorted geometry.

Geometry as ORCA input:
```
! wB97M-V def2-TZVPD RIJCOSX def2/J DEFGRID3
* xyz -1 6
Ru 0.11 1.50 0.78
Cl -2.20 9.66 -2.76
C -2.23 8.09 -2.13
C -2.86 7.00 -2.78
C -2.60 5.64 -2.34
C -2.02 5.41 -1.12
C -1.39 6.49 -0.41
C -1.41 7.78 -0.94
C -1.62 4.07 -0.78
C -0.22 3.74 -1.37
C 0.49 4.48 -2.25
C 1.71 3.72 -2.44
C 1.70 2.53 -1.79
C 2.77 1.51 -1.63
C 3.49 1.24 -2.85
C 3.23 1.85 -4.10
C 3.99 1.29 -5.16
C 4.71 0.21 -5.13
Cl 5.88 -0.25 -6.44
C 4.80 -0.52 -3.92
C 4.27 -0.04 -2.78
C 2.90 0.79 -0.39
N 2.06 0.75 0.63
C 2.81 0.32 1.64
C 2.26 -0.18 2.94
C 3.16 -1.04 3.71
C 3.68 -2.19 3.17
C 4.51 -3.09 3.83
C 4.87 -2.78 5.11
Cl 6.02 -3.70 6.00
C 4.30 -1.65 5.79
C 3.51 -0.69 5.08
C 0.93 0.05 3.25
C 0.37 -0.76 4.51
C -0.98 -0.26 4.49
C -1.17 0.56 3.36
N -0.02 0.77 2.62
C -2.44 0.99 2.87
C -2.74 1.91 1.92
C -3.91 2.77 1.72
C -3.55 3.77 0.80
C -2.25 3.47 0.37
N -1.77 2.46 1.05
C -3.76 0.55 3.66
C -4.61 -0.24 3.04
C -5.73 -0.63 3.69
C -6.07 -0.03 4.85
Cl -7.77 -0.23 5.38
C -5.14 0.90 5.61
C -4.00 1.12 4.93
C 4.21 0.28 1.42
C 4.34 0.60 0.06
N 0.49 2.61 -0.92
H -3.44 7.33 -3.66
H -2.94 4.86 -3.03
H -0.85 6.35 0.48
H -1.08 8.67 -0.41
H 0.26 5.45 -2.58
H 2.65 4.08 -2.65
H 2.51 2.66 -4.22
H 3.91 2.02 -5.92
H 5.52 -1.23 -3.66
H 4.56 -0.34 -1.77
H 3.36 -2.39 2.15
H 4.89 -3.95 3.36
H 4.52 -1.58 6.85
H 3.32 0.23 5.59
H 0.86 -1.23 5.34
H -1.72 -0.28 5.28
H -4.79 2.63 2.32
H -4.21 4.48 0.51
H -4.45 -0.56 2.01
H -6.41 -1.33 3.28
H -5.46 0.87 6.63
H -3.05 1.39 5.43
H 4.89 0.11 2.18
H 5.18 1.08 -0.47
C -0.83 -2.27 0.46
C -1.06 -1.26 -0.63
C -1.91 -0.19 -0.58
C -1.72 0.54 -1.76
C -0.74 0.00 -2.56
C -0.06 0.45 -3.79
N -0.31 -1.11 -1.78
H -0.27 -3.07 0.01
H -1.81 -2.57 0.83
H -0.31 -1.82 1.31
H -2.68 -0.01 0.17
H -2.31 1.44 -1.93
H 0.63 1.25 -3.62
H -0.74 0.77 -4.57
H 0.51 -0.40 -4.22
C -1.82 -7.97 -1.71
C -1.18 -6.59 -2.01
C -1.79 -5.50 -2.59
C -1.11 -4.28 -2.77
C -1.85 -3.18 -3.49
C 0.17 -4.12 -2.27
Te 1.22 -2.31 -2.28
C 0.81 -5.22 -1.58
C 2.25 -5.31 -1.16
C 0.10 -6.39 -1.44
H -1.12 -8.79 -1.60
H -2.51 -8.25 -2.49
H -2.33 -8.09 -0.74
H -2.79 -5.71 -2.95
H -2.33 -3.58 -4.38
H -1.09 -2.39 -3.90
H -2.59 -2.69 -2.82
H 2.85 -4.45 -1.42
H 2.72 -6.12 -1.65
H 2.34 -5.49 -0.16
H 0.51 -7.21 -0.80
*
```

Summary:
strongest force on any atom = 0.1267 Eh/bohr
LUMO energy (spin up / spin down) = 1.89 / 0.32 eV
energy above the lowest of the compared OMol25 structures with the same formula, charge and spin = 50.0 kcal/mol

Löwdin atomic charge list, values in e, 99 entries: Ru 1.306; Cl 0.667; C -0.712; C -0.080; C -0.023; C -0.252; C 0.001; C -0.082; C -0.044; C -0.246; C -0.030; C -0.097; C -0.205; C -0.077; C -0.142; C -0.020; C -0.146; C -0.624; Cl 0.563; C -0.128; C -0.051; C -0.272; N -0.017; C -0.276; C -0.085; C -0.212; C -0.035; C -0.094; C -0.703; Cl 0.657; C -0.094; C 0.012; C -0.240; C 0.074; C -0.039; C -0.263; N -0.075; C -0.047; C -0.257; C 0.021; C -0.002; C -0.307; N -0.010; C -0.196; C -0.059; C -0.139; C -0.578; Cl 0.577; C -0.033; C -0.059; C -0.039; C -0.028; N -0.056; H 0.093; H 0.125; H 0.103; H 0.088; H 0.089; H 0.083; H 0.095; H 0.096; H 0.086; H 0.078; H 0.129; H 0.087; H 0.089; H 0.102; H 0.070; H 0.087; H 0.093; H 0.069; H 0.139; H 0.096; H 0.088; H 0.124; H 0.082; H 0.114; C -0.020; C -0.386; C -0.116; C -0.092; C -0.350; C -0.055; N -0.334; H 0.021; H 0.081; H 0.074; H 0.096; H 0.107; H 0.046; H 0.081; H 0.033; C -0.057; C -0.240; C -0.019; C -0.311; C -0.066; C -0.447; Te 1.513


Density functional theory data (the ωB97M-V functional and the def2-TZVPD basis) for a cluster of 2 separate species, C2H11N2OSi in total at a distorted geometry.

Geometry as ORCA input:
```
! wB97M-V def2-TZVPD RIJCOSX def2/J DEFGRID3
* xyz 1 1
C 3.57 0.98 1.17
C -2.55 0.43 0.44
N -1.10 0.81 0.14
N -3.07 -0.20 -0.88
O 2.70 0.32 0.27
Si 1.56 -0.41 -0.49
H 3.62 2.09 1.00
H 4.61 0.53 1.10
H 3.20 0.62 2.17
H -2.41 -0.29 1.22
H -0.78 1.24 1.09
H -1.30 1.53 -0.60
H -3.79 -0.89 -0.61
H -2.51 -0.61 -1.58
H -3.63 0.53 -1.41
H 1.30 -1.78 -0.05
H 0.97 0.11 -1.72
*
```

Summary:
strongest force on any atom = 0.0671 Eh/bohr
LUMO energy = -4.32 eV
energy above the lowest of the compared OMol25 structures with the same formula, charge and spin = 88.2 kcal/mol

The Löwdin scheme yields these atomic charges, measured in e: C -0.073; C -0.264; N -0.138; N 0.074; O -0.346; Si 0.861; H 0.115; H 0.118; H 0.112; H 0.020; H 0.114; H 0.071; H 0.156; H 0.104; H 0.162; H -0.032; H -0.052


Density functional theory data (the ωB97M-V functional and the def2-TZVPD basis) for the molecule C24H32N2O3.

Geometry as ORCA input:
```
! wB97M-V def2-TZVPD RIJCOSX def2/J DEFGRID3
* xyz 0 1
C -1.72 3.04 6.90
O -2.20 2.12 5.95
C -1.36 1.32 5.23
C -2.02 0.51 4.30
C -1.33 -0.36 3.49
C 0.05 -0.46 3.58
C 0.71 0.34 4.50
C 0.04 1.23 5.33
O 0.68 2.02 6.25
C 2.08 1.95 6.34
H 2.56 2.23 5.40
H 2.36 2.67 7.12
H 2.42 0.95 6.64
H 1.78 0.26 4.57
C 0.83 -1.37 2.68
H 1.70 -1.76 3.20
H 0.21 -2.21 2.38
C 1.31 -0.60 1.44
C 2.10 -1.52 0.52
O 3.32 -1.51 0.53
N 1.41 -2.37 -0.27
C -0.02 -2.40 -0.49
H -0.54 -1.77 0.22
H -0.37 -3.43 -0.37
C -0.34 -1.92 -1.92
N 0.01 -0.53 -2.02
C -0.27 0.25 -3.13
C -1.32 -0.03 -4.00
C -1.63 0.80 -5.06
C -0.88 1.96 -5.27
C 0.16 2.25 -4.40
C 0.47 1.41 -3.35
H 1.29 1.65 -2.68
H 0.75 3.14 -4.55
C -1.19 2.89 -6.41
H -0.50 3.73 -6.42
H -1.10 2.37 -7.37
H -2.21 3.27 -6.34
C -2.76 0.46 -5.98
H -2.41 0.35 -7.00
H -3.23 -0.47 -5.68
H -3.51 1.25 -5.97
H -1.92 -0.92 -3.86
H 0.91 -0.31 -1.61
H -1.42 -2.02 -2.08
C 0.41 -2.81 -2.93
C 1.91 -2.84 -2.62
C 2.13 -3.25 -1.16
H 3.19 -3.19 -0.90
H 1.78 -4.28 -1.01
H 2.42 -3.54 -3.28
H 2.34 -1.85 -2.78
H 0.25 -2.43 -3.94
H 0.01 -3.82 -2.88
H 1.99 0.19 1.76
H 0.47 -0.13 0.93
H -1.87 -0.97 2.78
H -3.09 0.60 4.25
H -1.05 3.78 6.44
H -2.60 3.55 7.28
H -1.19 2.55 7.72
*
```

Summary:
strongest force on any atom = 0.0104 Eh/bohr
LUMO energy = 0.72 eV
energy above the lowest of the compared OMol25 structures with the same formula, charge and spin = 31.2 kcal/mol
SMILES = COc1ccc(CCC(=O)N2CCC[C@H](Nc3ccc(C)c(C)c3)C2)cc1OC

The Löwdin scheme yields these atomic charges, measured in e: C -0.079; O -0.071; C -0.199; C 0.002; C -0.043; C -0.242; C 0.024; C -0.180; O -0.117; C -0.082; H 0.098; H 0.095; H 0.098; H 0.111; C -0.138; H 0.127; H 0.112; C -0.094; C -0.470; O 0.054; N -0.051; C -0.105; H 0.113; H 0.135; C -0.305; N 0.058; C -0.261; C 0.006; C -0.237; C -0.255; C -0.048; C -0.029; H 0.108; H 0.108; C -0.055; H 0.073; H 0.079; H 0.080; C -0.046; H 0.083; H 0.074; H 0.083; H 0.105; H 0.119; H 0.140; C -0.142; C -0.156; C -0.138; H 0.120; H 0.130; H 0.114; H 0.117; H 0.110; H 0.117; H 0.126; H 0.111; H 0.110; H 0.120; H 0.095; H 0.093; H 0.093